100
Properties=species:S:1:pos:R:3:lowdin_charge:R:1 method="wB97M-V/def2-TZVPD" e_homo_ev=-2.42 multiplicity=1 total_energy_ha=-1952.18938 total_charge=-1 homo_lumo_gap_ha=0.159
C -0.6966 2.2385 4.4026 -0.184
C -2.0341 2.9458 4.4164 -0.412
N -3.2027 2.3664 5.1825 -0.272
P -4.7221 2.4183 4.2484 0.535
O -4.9970 1.0106 3.5616 -0.603
H -0.5109 1.1928 3.9114 0.004
H 0.1983 2.8409 4.9136 -0.002
H -2.0613 3.9866 3.8329 0.062
H -4.8433 3.5340 3.3425 -0.032
H -5.7964 2.5835 5.2378 -0.032
C 4.6549 -0.5013 3.7612 -0.085
C 3.2537 -0.5085 4.3500 -0.267
O 2.2342 -0.2317 3.3933 -0.165
C 2.1327 -1.1350 2.2950 -0.287
C 1.8475 -2.5672 2.7146 -0.082
H 4.8676 0.4665 3.2893 0.078
H 5.3993 -0.6836 4.5431 0.073
H 4.7796 -1.2700 2.9958 0.062
H 3.1900 0.2745 5.1123 0.113
H 3.0458 -1.4531 4.8617 0.107
H 3.0327 -1.0764 1.6741 0.097
H 1.3049 -0.7796 1.6704 0.119
H 2.6467 -2.9785 3.3359 0.062
H 1.7433 -3.2082 1.8343 0.074
H 0.9216 -2.6180 3.2972 0.087
C 1.9490 1.0080 -3.1187 -0.081
C 2.7602 0.2610 -2.0729 -0.272
O 3.8800 0.9984 -1.5894 -0.168
C 3.5940 2.2427 -0.9549 -0.279
C 2.7025 2.1068 0.2679 -0.070
H 2.5834 1.2847 -3.9706 0.075
H 1.1248 0.3845 -3.4806 0.076
H 1.5202 1.9298 -2.7204 0.068
H 3.1579 -0.6532 -2.5252 0.118
H 2.1290 -0.0587 -1.2383 0.102
H 3.1688 2.9459 -1.6784 0.101
H 4.5562 2.6660 -0.6439 0.115
H 1.7223 1.6950 0.0160 0.072
H 2.5461 3.0834 0.7353 0.083
H 3.1601 1.4357 1.0024 0.069
C -8.8304 5.2671 1.6033 -0.089
C -8.3249 3.8711 1.9285 -0.273
O -7.8047 3.7490 3.2498 -0.192
C -8.7095 4.0265 4.3161 -0.280
C -9.9270 3.1177 4.3276 -0.085
H -8.0295 6.0057 1.7366 0.082
H -9.1849 5.3140 0.5684 0.073
H -9.6565 5.5634 2.2529 0.059
H -7.5058 3.6269 1.2447 0.123
H -9.1023 3.1204 1.7573 0.104
H -9.0031 5.0811 4.2966 0.101
H -8.1518 3.8800 5.2484 0.110
H -10.5280 3.2270 3.4216 0.061
H -10.5666 3.3491 5.1844 0.073
H -9.6206 2.0683 4.3919 0.086
C 2.9614 2.2766 9.3536 -0.080
C 4.0275 1.2235 9.1004 -0.279
O 4.3887 1.0997 7.7272 -0.170
C 4.9248 2.2649 7.1046 -0.277
C 6.1972 2.7708 7.7630 -0.086
H 2.0583 2.0563 8.7700 0.091
H 2.6967 2.3053 10.4156 0.076
H 3.2978 3.2749 9.0664 0.064
H 3.6382 0.2489 9.4118 0.118
H 4.9170 1.4081 9.7102 0.100
H 4.1641 3.0510 7.0576 0.110
H 5.1496 1.9923 6.0669 0.113
H 6.0310 3.0659 8.8019 0.063
H 6.5841 3.6410 7.2249 0.076
H 6.9644 1.9893 7.7640 0.080
C 1.0792 -2.3074 -8.1507 -0.080
C 0.6323 -2.0111 -6.7286 -0.274
O 1.3186 -0.9119 -6.1350 -0.170
C 1.1849 0.3476 -6.7895 -0.280
C -0.2522 0.8323 -6.8801 -0.078
H 2.1579 -2.5079 -8.1799 0.083
H 0.5475 -3.1796 -8.5447 0.070
H 0.8868 -1.4679 -8.8219 0.064
H 0.8430 -2.8862 -6.1056 0.116
H -0.4492 -1.8525 -6.6799 0.107
H 1.6528 0.3100 -7.7787 0.104
H 1.7640 1.0703 -6.2029 0.104
H -0.8777 0.1518 -7.4629 0.065
H -0.2928 1.8162 -7.3563 0.077
H -0.6943 0.9077 -5.8809 0.083
C 1.6846 -6.6449 -8.4057 -0.080
C 0.2835 -6.6521 -7.8168 -0.277
O -0.7360 -6.3753 -8.7735 -0.167
C -0.8376 -7.2786 -9.8719 -0.279
C -1.1227 -8.7108 -9.4522 -0.084
H 1.8974 -5.6771 -8.8775 0.076
H 2.4290 -6.8272 -7.6237 0.080
H 1.8094 -7.4136 -9.1710 0.064
H 0.2197 -5.8691 -7.0545 0.114
H 0.0755 -7.5967 -7.3051 0.105
H 0.0625 -7.2200 -10.4927 0.104
H -1.6654 -6.9232 -10.4964 0.119
H -0.3235 -9.1221 -8.8309 0.065
H -1.2269 -9.3518 -10.3325 0.076
H -2.0487 -8.7616 -8.8696 0.083